#P
The following is a quantum chemistry calculation of 4 unconnected molecules or ions with the total composition C16H44N4O4, from the Open Molecules 2025 dataset.

Structure (XYZ):
```
68
C16H44N4O4, DFT wB97M-V/def2-TZVPD
C 3.15444 0.76293 1.17208
C 1.78431 0.99124 1.79861
C 0.86073 -0.19366 1.36757
O 0.45781 -0.42446 0.06032
C -0.25105 0.61467 -0.64284
N 1.87378 1.00065 3.23925
H 3.82065 0.16545 1.79441
H 3.68558 1.69623 0.98525
H 3.20403 0.45284 0.12829
H 1.34704 1.93958 1.48632
H -0.06808 -0.13331 1.93483
H 1.31466 -1.15588 1.60456
H -1.28729 0.28141 -0.58580
H 0.07044 0.59358 -1.68414
H -0.18018 1.66256 -0.35130
H 2.51973 1.72699 3.51364
H 2.24796 0.09330 3.47758
C -3.18110 2.82104 3.72907
C -3.84154 1.50345 3.14122
C -3.44575 1.26914 1.63292
O -3.69398 -0.08132 1.12890
C -4.96921 -0.09929 0.43326
N -3.24673 0.41093 3.82463
H -3.18685 3.01268 4.80207
H -3.52789 3.74898 3.27435
H -2.13437 2.84580 3.42600
H -4.91515 1.38643 3.28864
H -2.36757 1.42768 1.61051
H -3.98029 1.99836 1.02416
H -5.23668 -1.15502 0.38878
H -4.91506 0.36420 -0.55180
H -5.72479 0.37853 1.05686
H -3.49842 -0.38507 3.25618
H -2.23998 0.48962 3.84330
C -0.40976 -3.89292 -0.24043
C -1.95997 -3.78380 0.16865
C -2.29574 -3.11083 1.56772
O -1.94867 -4.04343 2.60824
C -2.00755 -3.45467 3.93738
N -2.55930 -3.05933 -0.93367
H 0.00861 -2.91944 -0.49614
H -0.22113 -4.52721 -1.10657
H 0.19234 -4.25429 0.59324
H -2.44626 -4.74652 0.01122
H -3.34897 -2.86767 1.70805
H -1.71705 -2.19363 1.67709
H -2.95125 -2.93964 4.11713
H -1.11892 -2.82482 3.97878
H -1.87822 -4.20965 4.71287
H -2.26326 -2.10445 -0.78996
H -3.54119 -2.95383 -0.72187
C 2.90028 1.66135 -3.41863
C 3.37114 1.60920 -4.86315
C 4.69660 0.85240 -4.95298
O 5.65297 1.60198 -4.26845
C 6.20352 2.76449 -4.81081
N 2.44915 0.94197 -5.78235
H 2.97302 0.62479 -3.08945
H 1.84598 1.90696 -3.29120
H 3.46929 2.19129 -2.65476
H 3.43367 2.64576 -5.19444
H 5.05027 0.73417 -5.97720
H 4.60231 -0.12792 -4.48590
H 6.62241 2.63645 -5.80893
H 6.99998 3.18022 -4.19361
H 5.54475 3.61907 -4.96507
H 2.68800 0.07425 -6.24073
H 1.51376 0.95946 -5.40175
```

<S²>: 0.75
Charge: -1
Multiplicity: 2
Frontier orbital gap (spin up / spin down) (eV): 1.853 / 9.444

=====

#Q
The following is a quantum chemistry calculation of 4 unconnected molecules or ions with the total composition C16H44N4O4, from the Open Molecules 2025 dataset.

Structure (XYZ):
```
68
C16H44N4O4, DFT wB97M-V/def2-TZVPD
C -13.81646 -6.71621 23.06364
C -13.40229 -7.59715 24.22794
C -14.00203 -9.00293 24.24619
O -13.17778 -10.06873 24.66524
C -12.94454 -10.12336 26.04342
N -11.97445 -7.75002 24.21113
H -13.59283 -7.00354 22.03625
H -13.21124 -5.80968 23.06852
H -14.87884 -6.47525 23.10096
H -13.55681 -7.00167 25.12775
H -14.32650 -9.31799 23.25445
H -14.85643 -8.86578 24.90898
H -12.02422 -10.66704 26.25681
H -13.78695 -10.65184 26.48969
H -12.85228 -9.14074 26.50607
H -11.66215 -8.70970 24.25112
H -11.74487 -7.41082 23.28792
C -9.10609 -7.05838 25.98903
C -9.87156 -6.18721 26.99509
C -9.30929 -4.82972 27.39486
O -7.88068 -4.74600 27.48397
C -7.47161 -3.62368 28.20890
N -11.22584 -6.18102 26.51423
H -8.93649 -6.61258 25.00893
H -9.66660 -7.97392 25.80001
H -8.09499 -7.39116 26.22359
H -9.92753 -6.77407 27.91191
H -9.88158 -4.52012 28.26934
H -9.62870 -4.06821 26.68339
H -7.51332 -2.76125 27.54364
H -6.40634 -3.68633 28.43114
H -8.13821 -3.51983 29.06502
H -11.43837 -7.11272 26.18733
H -11.30553 -5.59183 25.69777
C -12.50138 -2.43276 19.95060
C -12.76669 -1.89173 21.35326
C -12.92976 -0.36308 21.48029
O -12.55833 0.30231 22.64095
C -13.23584 -0.06492 23.80871
N -13.83903 -2.49479 22.04986
H -12.17705 -1.64406 19.27173
H -13.39106 -2.65996 19.36328
H -11.71881 -3.19143 19.94118
H -11.90687 -2.06201 22.00120
H -13.96527 -0.08387 21.28571
H -12.46140 0.11411 20.61946
H -14.32367 -0.13338 23.80311
H -12.78981 0.44918 24.66010
H -12.96763 -1.09667 24.03595
H -14.73540 -2.54813 21.58749
H -13.68058 -3.47805 22.21777
C -16.73608 -9.48870 20.45776
C -16.32703 -10.85854 21.01413
C -17.29714 -11.41010 22.07116
O -17.06015 -12.82204 22.39643
C -16.10180 -13.15407 23.39604
N -16.19420 -11.79867 19.92856
H -16.22949 -9.28053 19.51535
H -16.42168 -8.80504 21.24633
H -17.80164 -9.31228 20.31095
H -15.32558 -10.66556 21.39877
H -18.29296 -11.59376 21.66776
H -17.48960 -10.81632 22.96475
H -15.91895 -12.24228 23.96463
H -15.27355 -13.63550 22.87609
H -16.63846 -13.77501 24.11334
H -15.97567 -12.70626 20.31408
H -17.15538 -11.91141 19.63958
```

<S²>: 0.75
Charge: -1
Multiplicity: 2
Frontier orbital gap (spin up / spin down) (eV): 1.873 / 8.678

=====

#P has the most favorable energy; the next structure is 0.426 eV above.

=====

#P
The following is a quantum chemistry calculation of a single C4H7F2N molecule, from the Open Molecules 2025 dataset.

Structure (XYZ):
```
14
C4H7F2N, DFT wB97M-V/def2-TZVPD
H -0.68244 1.24171 -2.78312
N -0.04692 0.62825 -2.18894
C 0.22874 0.94152 -1.07736
F -0.09025 1.96385 -0.28249
C 1.15963 0.04684 -0.09933
F 1.71989 -1.05045 -0.59689
C 0.30006 -0.40196 1.06099
C -1.16912 -0.66731 0.73169
H 2.03490 0.71752 0.23202
H 0.29900 0.41362 1.85245
H 0.78723 -1.33983 1.43099
H -1.32684 -0.32579 -0.31615
H -1.97368 -0.35246 1.39978
H -1.24021 -1.81552 0.63637
```

Frontier orbital gap (eV): 11.767

=====

#Q
The following is a quantum chemistry calculation of a single C4H7F2N molecule, from the Open Molecules 2025 dataset.

Structure (XYZ):
```
14
C4H7F2N, DFT wB97M-V/def2-TZVPD
C -0.62651 1.71295 -0.14690
C -1.03906 0.37277 -0.03653
F -2.39001 -0.02956 -0.27413
C -0.11490 -0.64976 0.35078
N -0.14934 -1.70736 -0.42535
C 1.40176 -0.16651 0.42421
F 1.94890 0.44081 -0.74949
H 0.35019 2.12878 -0.04771
H -1.25810 2.55554 -0.24378
H -0.54452 -0.85526 1.23029
H -0.07486 -1.39843 -1.36080
H -1.15609 -2.09581 -0.53800
H 1.61283 0.61758 1.10988
H 2.03971 -0.92574 0.70754
```

Frontier orbital gap (eV): 10.451

=====

#P has the most favorable energy; the next structure is 1.662 eV above.

=====

#P
The following is a quantum chemistry calculation of 2 unconnected molecules or ions with the total composition C4H7F2N, from the Open Molecules 2025 dataset.

Structure (XYZ):
```
14
C4H7F2N, DFT wB97M-V/def2-TZVPD
C -1.99522 -0.45892 -1.05158
C -1.02100 -1.08554 -0.50302
C 1.68865 -0.07040 -0.31647
C 0.20262 0.95624 1.22452
N 0.40517 0.45894 -0.10147
F -2.99819 -1.03318 -1.67537
F -0.65871 -2.37129 -0.41615
H -2.05465 0.56430 -0.98476
H 2.07684 -0.49748 0.60849
H 1.58799 -0.61269 -1.22608
H 2.33858 0.88244 -0.35364
H -0.77918 1.50781 1.37663
H 0.17457 0.17732 1.99905
H 1.03253 1.58244 1.41983
```

Frontier orbital gap (spin up / spin down) (eV): 9.075 / 9.079

=====

#Q
The following is a quantum chemistry calculation of 2 unconnected molecules or ions with the total composition C4H7F2N, from the Open Molecules 2025 dataset.

Structure (XYZ):
```
14
C4H7F2N, DFT wB97M-V/def2-TZVPD
C -0.30795 -0.99745 0.28023
C -0.44819 0.32987 0.34186
C 1.40345 -1.97564 -0.93965
C -1.32612 1.12248 -0.64068
N 0.15950 1.19348 1.27376
F 1.99417 -2.69781 -0.00708
F 2.31790 -0.94696 -1.09017
H 0.26496 -1.63773 0.95337
H -0.90958 -1.38033 -0.50106
H -2.20463 0.65366 -0.80319
H -0.66599 1.16277 -1.61788
H -1.35973 2.10742 -0.16740
H 0.20806 2.09927 0.97872
H 0.87413 0.96696 1.93917
```

Frontier orbital gap (eV): 8.673

=====

#Q has the most favorable energy; the next structure is 1.492 eV above.

=====

#P
The following is a quantum chemistry calculation of a gas-phase ion, C6H16N5 (charge +1), from the Open Molecules 2025 dataset.

Structure (XYZ):
```
27
C6H16N5, DFT wB97M-V/def2-TZVPD
C 3.42200 0.32656 -0.06682
N 2.35552 -0.59015 -0.43044
C 1.13332 -0.49557 0.10033
N 0.28113 -1.62548 0.10772
C -1.05982 -1.60904 0.04644
N -1.60184 -2.87846 -0.07193
N -1.79650 -0.47196 0.02853
C -1.11644 0.84558 -0.10436
C -1.00517 1.30297 1.41120
C -1.68342 1.88333 -1.09156
N 0.18210 0.69583 -0.63603
H 4.33691 -0.10441 0.45618
H 3.69215 0.87490 -0.89140
H 2.98674 1.06113 0.73264
H 2.54840 -0.81308 -1.39755
H 1.04962 0.07009 1.12240
H 0.70631 -2.51004 0.29933
H -2.52682 -2.96998 0.24728
H -1.04344 -3.67937 0.14920
H -2.75792 -0.35187 0.19072
H -0.28363 2.04569 1.73466
H -0.79492 0.46077 1.99088
H -1.83724 1.83697 1.64314
H -1.42016 1.51440 -2.04760
H -1.37501 2.94828 -0.92927
H -2.72405 1.83709 -1.00288
H 0.33214 0.39583 -1.59081
```

Charge: +1
Frontier orbital gap (eV): 9.755

=====

#Q
The following is a quantum chemistry calculation of 2 unconnected molecules or ions with the total composition C6H16N5, from the Open Molecules 2025 dataset.

Structure (XYZ):
```
27
C6H16N5, DFT wB97M-V/def2-TZVPD
C -1.93798 0.88895 0.25834
C -1.28610 1.57357 -1.92185
C 0.27980 -2.59905 -2.13337
C 2.00385 -1.32468 -0.80570
C 0.56205 1.89535 2.90118
C 0.92832 -1.23338 -1.88893
N -2.08318 0.43754 1.41739
N -1.87792 1.56555 -0.72380
N -0.40416 0.62231 -2.22601
N -0.06891 -0.31016 -1.43640
N -0.44357 0.92996 3.35596
H -1.54629 2.34044 -2.62217
H -0.41017 -2.54926 -2.97150
H 1.04437 -3.33867 -2.35443
H -0.26567 -2.91645 -1.24950
H 2.49735 -0.36442 -0.67337
H 2.75001 -2.06229 -1.08405
H 1.54837 -1.61853 0.13484
H 1.29358 2.13320 3.67427
H 1.08317 1.47700 2.04328
H 0.06358 2.81388 2.59911
H 1.38460 -0.87544 -2.83031
H -2.83205 -0.21007 1.61993
H -0.96219 1.30423 4.14603
H 0.02580 0.69044 -3.16592
H 0.00929 0.07221 3.65987
H -1.35597 0.65777 2.27712
```

Charge: +1
Frontier orbital gap (spin up / spin down) (eV): 8.138 / 8.138

=====

#P has the most favorable energy; the next structure is 1.010 eV above.

=====

#P
The following is a quantum chemistry calculation of a single C8H10O molecule, from the Open Molecules 2025 dataset.

Structure (XYZ):
```
19
C8H10O, DFT wB97M-V/def2-TZVPD
C 0.66889 -0.42641 -0.05218
C 0.25372 0.84157 -0.03000
C -0.38783 -1.44198 0.09324
C -1.88617 0.26735 -0.08556
C -0.01664 -2.70697 0.08053
C -2.83835 1.15695 -0.04427
C 2.16210 -0.88538 -0.16991
C 0.51826 2.31460 0.09702
O -1.65603 -0.99773 -0.00568
H -0.64685 -3.56338 -0.07978
H 1.01825 -3.00968 -0.05609
H -3.83967 1.07164 0.16160
H -2.47418 2.19473 0.02075
H 2.48035 -1.26509 -1.09699
H 2.23751 -1.53534 0.76766
H 2.86801 -0.05608 0.01670
H -0.53547 2.72808 0.47483
H 0.75666 2.74903 -0.96063
H 1.31744 2.56408 0.86875
```

Frontier orbital gap (eV): 9.123

=====

#Q
The following is a quantum chemistry calculation of 2 unconnected molecules or ions with the total composition C8H10O, from the Open Molecules 2025 dataset.

Structure (XYZ):
```
19
C8H10O, DFT wB97M-V/def2-TZVPD
C 1.45770 -2.03034 0.83076
C 1.28462 -1.01795 0.20834
C 1.19469 0.21456 -0.48213
C 0.84668 0.27420 -1.76423
C 1.55268 1.41678 0.34331
H 1.66761 -2.91776 1.35874
H 0.58469 -0.60797 -2.32021
H 0.80646 1.21236 -2.29688
H 0.83755 1.53278 1.15286
H 1.55224 2.31705 -0.27180
H 2.53829 1.29047 0.79178
C -2.17962 1.09110 -0.04498
C -1.84622 -0.26597 0.33597
C -1.64594 -1.40462 0.65102
O -1.40009 -2.63956 0.99817
H -1.32294 1.56432 -0.52566
H -3.01850 1.08869 -0.74947
H -2.46301 1.67496 0.83188
H -0.44688 -2.79310 0.95253
```

Frontier orbital gap (eV): 9.478

=====

#Q has the most favorable energy; the next structure is 0.714 eV above.

=====

#P
The following is a quantum chemistry calculation of 4 unconnected molecules or ions with the total composition C2H11NO4, from the Open Molecules 2025 dataset.

Structure (XYZ):
```
18
C2H11NO4, DFT wB97M-V/def2-TZVPD
C 0.11995 2.09450 1.27401
C -0.82253 2.31909 0.07170
N -0.68330 3.66396 -0.33331
O -1.63375 1.52711 -0.39442
H 0.17385 2.83932 1.97922
H 1.07683 2.24721 0.82108
H -0.03842 1.07425 1.77884
H -1.22825 4.04194 -1.19926
H -0.35759 4.33694 0.38577
O 6.35184 -2.46174 1.31637
H 6.74665 -2.95418 0.53666
H 5.74202 -3.15874 1.53342
O -0.37454 -6.49212 1.34888
H -0.86970 -6.84381 2.06146
H -0.90600 -6.17800 0.57025
O -3.64976 1.09445 -3.28968
H -2.72993 1.04497 -2.99831
H -4.16127 2.07914 -3.05938
```

Frontier orbital gap (eV): 10.748

=====

#Q
The following is a quantum chemistry calculation of 4 unconnected molecules or ions with the total composition C2H11NO4, from the Open Molecules 2025 dataset.

Structure (XYZ):
```
18
C2H11NO4, DFT wB97M-V/def2-TZVPD
C -0.96357 -0.02570 -1.23830
C -1.58875 -1.39113 -1.69064
N -1.42061 -2.40081 -0.74497
O -2.07282 -1.52775 -2.77240
H -0.27339 0.32621 -2.01031
H -0.39427 -0.16918 -0.32508
H -1.76215 0.71611 -1.15360
H -1.90996 -2.34243 0.14279
H -0.46462 -2.46183 -0.40913
O -0.48708 1.50803 3.15549
H -0.52051 2.39292 3.50448
H 0.38474 1.20154 2.91203
O 2.88501 -0.27398 4.14798
H 3.37971 -1.01206 3.77314
H 3.56006 0.38890 4.32519
O 0.27413 1.82786 -4.17682
H 0.13940 1.42362 -3.31132
H 1.23467 1.81968 -4.12852
```

Frontier orbital gap (eV): 10.266

=====

#Q has the most favorable energy; the next structure is 0.332 eV above.